35
Properties=species:S:1:pos:R:3:lowdin_charge:R:1 method="wB97M-V/def2-TZVPD" charge=0 max_force_ev_per_a=3.14 e_above_lowest_kcal_mol=48.0
C 0.371 1.632 2.901 -0.06
O 0.562 1.366 1.503 -0.10
C -0.187 0.380 0.923 -0.19
C -1.387 -0.045 1.509 0.06
C -2.169 -1.029 0.911 -0.36
O -3.329 -1.305 1.550 -0.15
S -4.687 -0.826 0.677 0.70
C -5.969 -1.318 1.778 -0.13
O -4.905 -1.632 -0.522 -0.30
O -4.767 0.627 0.426 -0.29
C -1.761 -1.607 -0.263 -0.02
C -0.542 -1.229 -0.849 0.01
C 0.292 -0.244 -0.265 -0.08
C 1.585 0.064 -0.882 -0.19
C 2.521 1.032 -0.596 0.01
N 3.563 0.804 -1.443 -0.03
C 4.708 1.547 -1.615 -0.02
C 5.564 1.217 -2.643 -0.13
N 5.340 0.171 -3.495 0.05
C 4.215 -0.514 -3.351 -0.03
C 3.259 -0.243 -2.264 -0.24
N 2.040 -0.721 -1.958 0.15
H 1.226 2.213 3.256 0.09
H 0.294 0.710 3.456 0.09
H -0.566 2.200 3.062 0.10
H -1.762 0.370 2.410 0.11
H -6.011 -0.626 2.619 0.07
H -6.887 -1.249 1.183 0.08
H -5.879 -2.334 2.140 0.07
H -2.412 -2.357 -0.765 0.13
H -0.203 -1.780 -1.747 0.12
H 2.494 1.896 0.118 0.15
H 4.925 2.348 -0.933 0.12
H 6.429 1.822 -2.815 0.09
H 4.035 -1.339 -4.015 0.11

100
Properties=species:S:1:pos:R:3:lowdin_charge:R:1 method="wB97M-V/def2-TZVPD" s2=0.757 spin_multiplicity=2 charge=-1 total_energy_ev=-473497.479 max_force_ev_per_a=4.11
Ag 8.028 17.454 6.204 0.66
C 6.686 19.571 3.134 -0.09
C 7.175 18.136 2.709 -0.59
C 8.094 18.194 1.505 -0.10
O 7.878 17.439 3.721 -0.35
H 5.857 19.547 3.841 0.01
H 6.382 20.074 2.217 0.01
H 7.494 20.164 3.563 0.01
H 6.277 17.615 2.376 0.08
H 8.302 17.189 1.140 0.05
H 9.066 18.650 1.693 0.05
H 7.714 18.737 0.639 0.04
C 6.967 13.937 2.134 -1.50
Cl 5.300 13.589 1.768 0.55
Cl 7.978 13.911 0.626 0.45
Cl 7.734 12.783 3.254 0.51
H 7.096 14.932 2.560 0.00
C 10.344 21.367 1.458 -1.51
Cl 11.217 22.498 0.427 0.52
Cl 9.232 22.197 2.621 0.53
Cl 11.461 20.340 2.383 0.55
H 9.735 20.687 0.863 -0.04
C 5.510 21.929 -0.312 -1.51
Cl 7.105 21.538 -0.966 0.54
Cl 4.631 20.459 0.144 0.58
Cl 4.523 22.764 -1.506 0.52
H 5.518 22.568 0.571 0.03
C 2.426 18.686 2.633 -1.53
Cl 3.072 19.705 3.971 0.53
Cl 0.664 18.522 2.660 0.52
Cl 3.201 17.140 2.729 0.58
H 2.734 19.180 1.711 -0.04
C 11.706 19.810 7.383 -0.16
C 11.245 20.131 5.985 -0.19
C 10.602 18.846 5.439 -0.18
O 10.022 18.409 6.693 -0.32
C 10.907 18.566 7.781 -0.20
H 11.554 20.686 8.013 0.11
H 12.765 19.553 7.374 0.10
H 12.021 20.561 5.352 0.09
H 10.510 20.936 5.985 0.10
H 11.267 18.093 5.015 0.11
H 9.817 19.013 4.702 0.08
H 11.542 17.694 7.936 0.10
H 10.254 18.672 8.648 0.12
C 9.851 13.799 8.069 -0.19
C 9.980 13.688 6.610 -0.16
C 9.866 15.119 6.090 -0.16
O 9.197 15.739 7.183 -0.27
C 9.670 15.239 8.395 -0.20
H 10.705 13.329 8.556 0.11
H 8.975 13.229 8.379 0.11
H 9.104 13.182 6.206 0.10
H 10.897 13.225 6.245 0.12
H 9.180 15.321 5.267 0.11
H 10.760 15.740 6.031 0.12
H 8.903 15.566 9.096 0.13
H 10.606 15.749 8.624 0.11
C 3.848 16.201 6.285 -0.16
C 4.163 15.140 7.331 -0.18
C 5.467 15.599 7.884 -0.18
O 6.110 16.328 6.785 -0.26
C 5.232 16.557 5.682 -0.21
H 3.356 17.132 6.567 0.11
H 3.164 15.731 5.578 0.09
H 4.269 14.128 6.940 0.12
H 3.330 15.214 8.030 0.11
H 6.101 14.768 8.194 0.11
H 5.233 16.267 8.714 0.12
H 5.578 15.898 4.886 0.11
H 5.414 17.580 5.353 0.08
C 5.579 17.575 -2.058 -0.17
C 5.087 17.029 -0.732 -0.22
C 3.888 16.253 -1.061 -0.17
O 4.350 15.680 -2.351 -0.16
C 5.270 16.504 -3.106 -0.18
H 6.636 17.803 -1.927 0.09
H 5.075 18.497 -2.350 0.10
H 4.856 17.830 -0.029 0.05
H 5.832 16.374 -0.280 0.11
H 2.937 16.776 -1.159 0.12
H 3.733 15.471 -0.318 0.09
H 4.783 16.977 -3.960 0.10
H 6.147 16.012 -3.525 0.07
Br 6.614 24.789 5.926 0.30
C 7.298 22.863 5.974 -0.71
C 6.327 21.922 6.635 -0.73
Br 7.147 20.135 6.734 0.54
H 8.225 22.920 6.546 0.03
H 7.567 22.524 4.974 0.00
H 5.414 21.845 6.045 0.03
H 6.080 22.207 7.658 0.03
Br 10.625 19.327 -1.944 0.61
C 9.843 17.545 -1.521 -0.65
C 10.127 16.681 -2.775 -0.63
Br 8.918 15.068 -2.678 0.58
H 8.792 17.553 -1.231 0.01
H 10.263 17.086 -0.626 0.07
H 11.152 16.315 -2.838 0.05
H 9.849 17.185 -3.700 0.04

44
Properties=species:S:1:pos:R:3:lowdin_charge:R:1 method="wB97M-V/def2-TZVPD" charge=0 max_force_ev_per_a=1.30 e_above_lowest_kcal_mol=80.4
O 1.054 2.436 1.416 0.06
C 0.862 2.329 0.225 -0.56
C 1.569 3.292 -0.732 -0.38
S 1.883 2.700 -2.415 0.89
C 3.164 1.426 -2.093 -0.40
C 2.555 0.120 -1.707 -0.30
C 1.691 -0.518 -2.597 -0.05
C 1.097 -1.715 -2.263 0.01
C 1.377 -2.286 -1.025 -0.16
N 0.759 -3.537 -0.673 -0.36
O -0.018 -4.025 -1.467 0.08
O 1.047 -4.026 0.399 0.07
C 2.236 -1.665 -0.127 0.01
C 2.818 -0.461 -0.471 -0.02
N 0.065 1.431 -0.378 0.08
C -0.927 0.577 0.273 -0.28
C -0.383 0.000 1.583 -0.15
C -0.959 -1.364 1.977 -0.18
C -2.435 -1.587 1.644 -0.20
C -3.338 -0.390 1.945 -0.20
C -3.455 0.572 0.764 -0.20
C -2.204 1.402 0.494 -0.15
H 0.932 4.171 -0.854 0.09
H 2.510 3.615 -0.284 0.09
H 3.703 1.339 -3.038 0.08
H 3.832 1.815 -1.326 0.09
H 1.484 -0.056 -3.551 0.11
H 0.426 -2.221 -2.939 0.12
H 2.434 -2.133 0.825 0.13
H 3.479 0.033 0.226 0.12
H -0.039 1.535 -1.379 0.10
H -1.125 -0.235 -0.435 0.15
H 0.700 -0.100 1.495 0.10
H -0.563 0.723 2.377 0.11
H -0.384 -2.161 1.503 0.08
H -0.819 -1.476 3.054 0.11
H -2.543 -1.853 0.590 0.11
H -2.773 -2.450 2.221 0.11
H -4.341 -0.758 2.174 0.11
H -2.976 0.141 2.826 0.12
H -4.279 1.265 0.951 0.11
H -3.708 -0.001 -0.132 0.11
H -2.384 2.008 -0.399 0.12
H -2.026 2.087 1.325 0.12

44
Properties=species:S:1:pos:R:3:lowdin_charge:R:1 method="wB97M-V/def2-TZVPD" s2=0.755 spin_multiplicity=2 charge=-1 total_energy_ev=-79775.930 max_force_ev_per_a=1.38
Cu -0.351 0.150 -0.093 0.53
O 2.944 1.186 -2.210 0.01
C 1.867 0.732 -1.816 -0.46
N 1.476 0.486 -0.569 0.03
C 2.327 0.277 0.499 -0.19
C 3.621 0.767 0.616 -0.03
C 4.415 0.371 1.680 -0.12
C 3.930 -0.513 2.630 -0.13
C 2.639 -1.004 2.539 -0.03
C 1.816 -0.600 1.495 -0.20
N 0.497 -0.937 1.321 0.05
C -0.300 -1.659 2.105 -0.47
O -0.023 -2.344 3.094 0.01
C -1.722 -1.495 1.641 -0.14
C -2.793 -1.937 2.409 0.00
C -4.089 -1.685 1.993 -0.06
C -4.278 -0.991 0.799 -0.06
C -3.169 -0.592 0.083 -0.11
N -1.922 -0.831 0.483 0.04
C 0.884 0.181 -2.815 -0.16
C 1.289 0.046 -4.144 0.00
C 0.530 -0.722 -5.004 -0.07
C -0.641 -1.297 -4.522 -0.07
C -0.999 -1.052 -3.205 -0.13
N -0.252 -0.354 -2.371 0.10
H 3.999 1.434 -0.143 0.09
H 5.427 0.748 1.761 0.09
H 4.562 -0.823 3.453 0.09
H 2.254 -1.697 3.271 0.09
H -2.583 -2.473 3.323 0.11
H -4.936 -2.003 2.585 0.10
H -5.271 -0.765 0.439 0.10
H -3.261 -0.035 -0.837 0.12
H 2.212 0.519 -4.444 0.11
H 0.844 -0.883 -6.028 0.10
H -1.254 -1.921 -5.157 0.09
H -1.921 -1.448 -2.796 0.10
C -0.989 3.761 1.701 -0.10
O -0.574 2.476 1.247 -0.13
C -1.075 2.013 0.078 -0.47
O -1.869 2.677 -0.565 -0.04
H -0.498 3.913 2.659 0.08
H -2.074 3.792 1.824 0.08
H -0.693 4.535 0.991 0.08

89
Properties=species:S:1:pos:R:3:lowdin_charge:R:1 method="wB97M-V/def2-TZVPD" s2=8.761 spin_multiplicity=6 charge=-2 max_force_ev_per_a=0.96 e_above_lowest_kcal_mol=10.9
Mn 0.491 -0.477 -0.574 0.82
C -1.361 -3.563 1.866 -0.21
C -1.752 -3.008 0.488 -0.20
C -0.869 -3.484 -0.665 -0.23
N 0.408 -2.804 -0.616 0.00
C 1.520 -3.444 -0.785 -0.25
C 1.614 -4.798 -1.281 -0.06
C 2.633 -5.720 -1.209 -0.15
C 3.887 -5.661 -0.604 -0.18
C 4.424 -4.513 -0.016 -0.15
C 3.965 -3.219 0.005 -0.06
C 2.771 -2.622 -0.556 -0.24
N 2.641 -1.364 -0.793 0.02
C 3.770 -0.461 -0.656 -0.24
C 3.482 0.888 -1.322 -0.18
C 2.634 1.871 -0.491 -0.24
N 1.659 1.146 0.282 -0.04
C 1.224 1.576 1.420 -0.24
C 1.429 2.939 1.848 -0.06
C 1.238 3.562 3.048 -0.14
C 0.803 3.062 4.284 -0.16
C 0.435 1.751 4.513 -0.14
C 0.352 0.655 3.668 -0.05
C 0.588 0.495 2.270 -0.23
N 0.451 -0.650 1.651 -0.02
C 0.464 -1.870 2.439 -0.24
C -0.880 -2.496 2.850 -0.20
H -0.559 -4.301 1.747 0.11
H -2.210 -4.100 2.302 0.09
H -1.700 -1.920 0.533 0.06
H -2.792 -3.261 0.260 0.10
H -1.362 -3.250 -1.615 0.10
H -0.773 -4.575 -0.609 0.10
H 0.727 -5.137 -1.801 0.08
H 2.395 -6.673 -1.679 0.08
H 4.486 -6.564 -0.590 0.06
H 5.384 -4.653 0.479 0.08
H 4.610 -2.506 0.506 0.08
H 4.657 -0.907 -1.126 0.11
H 4.020 -0.306 0.405 0.12
H 3.002 0.686 -2.281 0.08
H 4.439 1.380 -1.533 0.10
H 2.153 2.602 -1.152 0.09
H 3.297 2.427 0.188 0.10
H 1.758 3.583 1.044 0.08
H 1.460 4.627 3.037 0.09
H 0.745 3.755 5.115 0.07
H 0.139 1.534 5.538 0.09
H -0.010 -0.241 4.155 0.07
H 1.073 -1.704 3.335 0.10
H 0.997 -2.617 1.843 0.10
H -1.637 -1.713 2.963 0.11
H -0.755 -2.963 3.833 0.10
C -3.625 5.676 -1.014 -0.20
Si -3.297 4.659 0.532 0.46
C -1.918 5.427 1.536 -0.21
C -4.847 4.887 1.608 -0.21
C -3.200 2.834 0.162 -0.29
C -4.279 1.996 0.362 -0.12
C -4.196 0.648 0.008 -0.11
C -2.966 0.200 -0.435 -0.19
N -1.881 0.952 -0.595 0.02
C -2.007 2.293 -0.422 -0.78
S -0.785 3.378 -0.955 0.54
H -3.711 6.741 -0.775 0.02
H -4.551 5.356 -1.499 0.02
H -2.800 5.533 -1.712 0.00
H -2.318 6.244 2.147 0.01
H -1.139 5.802 0.875 0.01
H -1.453 4.690 2.194 0.02
H -4.953 5.942 1.881 0.01
H -4.771 4.307 2.532 0.03
H -5.764 4.585 1.096 0.01
H -5.198 2.382 0.791 0.08
H -5.032 -0.033 0.106 0.08
H -2.844 -0.846 -0.697 0.08
C 1.590 -0.998 -4.867 -0.12
C 0.635 -1.352 -3.725 -0.55
C -0.653 -1.939 -4.300 -0.12
C 0.344 -0.172 -2.790 -0.24
H 1.790 -1.851 -5.529 0.06
H 2.548 -0.653 -4.467 0.06
H 1.170 -0.183 -5.468 0.07
H 1.125 -2.166 -3.166 0.09
H -1.142 -1.201 -4.946 0.07
H -1.356 -2.181 -3.499 0.05
H -0.473 -2.849 -4.886 0.06
H -0.648 0.248 -3.017 0.01
H 1.038 0.650 -3.027 0.00

6
Properties=species:S:1:pos:R:3:lowdin_charge:R:1 method="wB97M-V/def2-TZVPD" charge=0 max_force_ev_per_a=3.95 e_above_lowest_kcal_mol=85.9
N 3.807 -0.186 0.129 -0.71
O 4.626 -0.988 0.518 -0.02
O 0.406 1.156 0.173 -0.90
S -0.972 0.666 0.563 0.73
S 2.665 0.642 -0.315 0.91
H -1.806 1.742 1.552 0.00

15
Properties=species:S:1:pos:R:3:lowdin_charge:R:1 method="wB97M-V/def2-TZVPD" charge=0 max_force_ev_per_a=0.33 e_above_lowest_kcal_mol=49.3
C -1.191 0.693 0.784 -0.19
C -1.146 0.664 -0.760 -0.16
C -0.188 -0.352 1.155 -0.11
N 0.723 -0.512 0.194 -0.24
C 1.942 -1.035 0.239 -0.04
C 0.232 0.070 -1.084 -0.12
H -0.917 1.695 1.152 0.10
H -2.193 0.486 1.172 0.10
H -1.933 0.012 -1.143 0.10
H -1.290 1.651 -1.218 0.11
H 0.007 -0.759 2.143 0.11
H 2.327 -1.338 1.202 0.05
H 2.476 -1.212 -0.683 0.05
H 0.209 -0.728 -1.835 0.13
H 0.954 0.821 -1.406 0.12

40
Properties=species:S:1:pos:R:3:lowdin_charge:R:1 method="wB97M-V/def2-TZVPD" charge=0 max_force_ev_per_a=0.51 e_above_lowest_kcal_mol=0.0
Os 0.616 -0.074 0.186 1.75
O 3.873 -1.061 -1.873 0.16
C 3.014 -0.985 -1.048 -0.50
O 2.337 0.138 -0.745 -0.17
C 2.670 -2.096 -0.079 -0.14
C 3.442 -3.190 0.257 0.04
C 3.190 -3.809 1.479 -0.01
C 2.290 -3.247 2.382 0.04
C 1.560 -2.151 1.967 -0.15
N 1.677 -1.719 0.716 -0.01
C 0.848 -1.133 2.831 -0.54
O 0.587 -1.320 3.984 0.14
O 0.665 0.028 2.181 -0.19
H 4.250 -3.501 -0.389 0.13
H 3.770 -4.674 1.770 0.12
H 2.190 -3.606 3.396 0.13
Cl -0.577 -0.520 -4.703 0.73
C -0.885 0.802 -3.639 -0.58
C -1.547 1.941 -4.131 -0.11
C -1.828 3.007 -3.324 -0.61
Cl -2.656 4.388 -3.967 0.70
C -1.449 2.989 -1.961 -0.16
C -1.693 4.007 -1.014 0.01
C -1.285 3.849 0.282 -0.02
C -0.614 2.677 0.660 -0.09
N -0.361 1.723 -0.211 -0.04
C -0.775 1.845 -1.505 -0.13
C -0.486 0.720 -2.320 -0.36
O 0.109 -0.317 -1.778 -0.21
H -1.841 1.959 -5.172 0.11
H -2.212 4.903 -1.326 0.10
H -1.475 4.609 1.026 0.11
H -0.293 2.501 1.679 0.12
O -1.174 -0.834 0.316 -0.30
N -1.363 -1.759 1.283 0.06
C -2.335 -1.433 2.053 -0.27
C -2.726 -2.341 3.094 -0.14
N -3.066 -3.056 3.923 0.19
C -2.991 -0.151 1.927 -0.14
N -3.455 0.890 1.794 0.21

48
Properties=species:S:1:pos:R:3:lowdin_charge:R:1 method="wB97M-V/def2-TZVPD" charge=0 max_force_ev_per_a=4.41 e_above_lowest_kcal_mol=49.5
C -4.818 3.921 3.273 -0.08
O -3.770 4.627 2.552 -0.20
C -3.882 4.675 1.096 -0.24
C -2.579 4.966 0.435 -0.15
N -1.904 3.621 0.236 0.03
C -2.149 2.722 -0.818 -0.30
C -1.374 1.598 -0.821 0.02
C -1.542 0.702 -1.852 -0.12
C -0.585 -0.424 -2.008 -0.37
C 0.002 -0.786 -3.221 -0.37
S 1.181 -2.003 -2.909 1.04
C 0.573 -2.061 -1.231 -0.61
N 0.888 -2.889 -0.249 0.01
C 1.927 -3.844 -0.349 -0.17
C 2.762 -3.879 0.952 -0.34
C 2.976 -2.481 1.578 -0.12
C 4.072 -1.648 0.922 -0.21
O 5.270 -2.382 0.834 -0.16
C 5.248 -3.729 0.235 -0.11
C 4.031 -4.619 0.782 -0.13
N -0.306 -1.197 -0.985 0.10
C -2.351 1.155 -2.962 -0.51
Cl -2.835 0.191 -4.425 0.61
C -3.093 2.289 -2.834 -0.20
N -3.100 3.114 -1.753 0.13
H -5.824 4.017 2.785 0.10
H -4.390 2.931 3.308 0.08
H -4.889 4.226 4.263 0.05
H -4.547 5.555 0.876 0.13
H -4.355 3.879 0.492 0.12
H -2.703 5.595 -0.431 0.11
H -1.908 5.533 1.055 0.11
H -1.542 3.171 1.093 0.14
H -0.698 1.433 -0.107 0.08
H 0.008 -0.241 -4.091 0.03
H 0.545 -2.717 0.628 0.10
H 1.543 -4.826 -0.517 0.12
H 2.601 -3.521 -1.123 0.10
H 2.154 -4.425 1.708 0.15
H 2.018 -1.839 1.589 0.14
H 3.329 -2.778 2.578 0.13
H 4.257 -0.820 1.569 0.11
H 3.842 -1.257 -0.041 0.11
H 5.288 -3.435 -0.853 0.14
H 6.101 -4.214 0.551 0.08
H 3.901 -5.376 0.037 0.10
H 4.346 -5.180 1.763 0.15
H -3.719 2.649 -3.609 0.09

23
Properties=species:S:1:pos:R:3:lowdin_charge:R:1 method="wB97M-V/def2-TZVPD" charge=0 max_force_ev_per_a=5.62 e_above_lowest_kcal_mol=54.5
C 2.614 1.176 1.538 -0.05
C 1.319 0.503 1.665 -0.29
C 0.918 -0.668 1.114 -0.09
C -0.337 -1.228 1.076 -0.08
C -1.347 -0.408 1.571 -0.10
C -1.122 0.895 2.112 -0.06
C 0.199 1.273 2.171 -0.05
H 2.325 2.004 0.890 0.09
H 3.509 0.798 1.250 0.04
H 2.824 1.599 2.616 0.13
H 1.853 -1.051 0.673 0.12
H -0.560 -2.257 0.895 0.10
H -2.374 -0.796 1.464 0.10
H -1.969 1.491 2.492 0.11
H 0.481 2.107 2.581 0.05
C -0.334 -0.401 -3.022 -0.17
C -1.762 -0.953 -3.034 -0.16
H -0.312 0.547 -2.527 0.06
H 0.386 -1.068 -2.538 0.06
H 0.093 -0.473 -4.004 0.05
H -1.709 -2.067 -3.185 0.09
H -2.471 -0.304 -3.613 0.08
H -2.224 -0.717 -2.184 -0.01

25
Properties=species:S:1:pos:R:3:lowdin_charge:R:1 method="wB97M-V/def2-TZVPD" charge=+1 max_force_ev_per_a=2.83 e_above_lowest_kcal_mol=164.4
C -1.879 0.901 -0.281 -0.18
C -1.589 -0.199 -1.323 -0.15
C -2.289 -1.519 -0.896 -0.06
N -0.222 -1.345 1.685 0.13
N -1.254 0.747 0.943 0.19
H -1.338 1.794 -0.671 0.21
H -2.946 1.031 -0.155 0.14
H -0.525 -0.381 -1.389 0.09
H -2.002 0.036 -2.300 0.13
H -2.246 -2.215 -1.725 0.10
H -3.317 -1.420 -0.556 0.09
H 0.490 -1.041 2.373 0.10
H -1.710 -1.980 -0.109 0.04
H -0.883 -1.949 2.178 0.08
H -0.719 -0.396 1.337 -0.02
H -1.825 1.153 1.693 0.15
H 4.786 1.447 0.108 0.04
H 4.384 2.903 0.086 0.05
O 4.287 2.100 0.614 -0.06
H 0.418 1.471 0.404 -0.02
H 1.894 1.545 -0.130 0.04
O 0.979 1.789 -0.305 -0.03
H 0.521 -2.065 0.086 -0.03
H 1.304 -3.111 -0.761 0.05
O 0.910 -2.235 -0.787 -0.07

Q: Among the records above, which one has the lowest charge?
A: C34H47MnN5SSi